This record from the OMol25 dataset describes a structure of composition C12H14N2O2Sm. The level of theory is ωB97M-V/def2-TZVPD.

The energy above the lowest of the compared OMol25 structures with the same formula, charge and spin is 0.786 eV. The calculation puts the HOMO energy (alpha / beta) at -0.1218 / -0.1214 Ha. Its LUMO energy (alpha / beta) is 2.91 / 2.90 eV. Its spin multiplicity is 6. As for the total energy: -37648.5431 eV. The total charge is -1.

Each line ends with the Löwdin charge.
Cartesian coordinates (Å):
1 H 2.043033 0.936771 -2.342782  0.10
2 Sm -0.337636 0.353854 -0.469690  1.36
3 H -2.002972 2.504222 -1.765654  0.11
4 C -2.656125 -0.206971 -0.512223  -0.58
5 H -1.427808 -1.871340 -1.172724  0.05
6 C -0.935953 2.314338 -1.630560  -0.24
7 C -1.731399 -0.859147 -1.496956  -0.31
8 H 2.061004 -1.782885 3.767710  0.12
9 H -4.556739 0.629226 0.039779  0.02
10 C -0.110376 1.551371 -2.507279  -0.24
11 C 1.188796 1.475653 -1.928897  -0.24
12 H -0.421663 1.106069 -3.452184  0.10
13 H -0.506662 3.262050 0.359425  0.10
14 C -3.972410 0.088024 -0.714476  -0.04
15 N 1.128475 -0.824614 0.969648  0.02
16 N -1.904798 0.185283 0.623196  -0.18
17 C 1.931610 -2.173914 2.736125  -0.10
18 C 3.113820 -1.778885 1.829036  -0.10
19 H 1.780211 -3.274992 2.744396  0.12
20 C 2.448204 -0.944255 0.783304  -0.56
21 H -4.491314 -0.273529 -1.606688  0.02
22 H 1.992225 2.269693 0.012237  0.11
23 O 3.031599 -0.432603 -0.157937  0.02
24 O -0.379273 -1.568247 2.459492  0.02
25 C 0.773966 -1.503095 2.066164  -0.56
26 C 1.161186 2.172914 -0.688679  -0.25
27 H -2.444752 0.640944 1.362260  0.08
28 C -0.154979 2.692535 -0.503114  -0.25
29 H 3.869481 -1.177419 2.377704  0.12
30 H 3.580971 -2.672101 1.360022  0.12
31 H -2.069726 -0.838949 -2.540656  0.04

Forces on atoms 1 to 3 (eV/Å):
-0.4 0.1 0.3
6.7 -4.8 2.6
0.4 -0.1 0.1

This record from the OMol25 dataset describes a structure of composition C22H50B2F8MnN7O5. The level of theory is ωB97M-V/def2-TZVPD.

The energy above the lowest of the compared OMol25 structures with the same formula, charge and spin is 4.144 eV. The calculation puts the HOMO energy (alpha / beta) at -0.5813 / -0.5814 Ha. Its LUMO energy (alpha / beta) is -7.78 / -7.93 eV. Its spin multiplicity is 6. As for the total energy: -98688.2877 eV. The total charge is +3.

Each line ends with the Löwdin charge.
Cartesian coordinates (Å):
1 B 0.858847 -2.154062 -4.751688  -1.34
2 C -2.572014 1.359170 4.866709  0.03
3 C 3.643149 4.345786 0.561234  -0.25
4 F -0.458295 2.579222 -4.012922  0.21
5 H 0.598111 -3.277064 -1.871484  0.09
6 H -2.866398 -0.255335 -0.932584  0.11
7 H 1.856162 3.809989 4.201302  0.11
8 H -3.951660 -1.262480 3.419090  0.14
9 C 1.696913 1.594431 2.694916  0.03
10 C -2.673141 -0.961757 -1.739885  -0.20
11 H -4.773088 1.837498 -4.832281  0.14
12 C 0.696178 -4.200530 -1.300792  0.00
13 F 0.555562 -1.507983 -5.917498  0.19
14 C 2.558116 3.893407 3.371591  0.01
15 H -0.033389 3.214589 2.147422  0.08
16 H 2.691388 -2.590842 -1.109000  0.10
17 H 0.251416 -5.031076 -1.848944  0.12
18 C 0.803314 3.579921 1.551967  0.03
19 H 2.240496 -5.335703 -3.046442  0.12
20 H 2.971932 -3.863414 -3.009510  0.10
21 H -1.591504 -1.085276 -1.793700  0.10
22 H -1.257652 -0.186074 2.510539  0.10
23 F -0.321920 -2.574763 -4.138481  0.12
24 H 3.782875 5.216773 1.201512  0.13
25 H 4.614935 4.149046 0.108439  0.13
26 C -4.057682 0.671513 -3.007274  0.02
27 H -2.812805 3.421854 6.896051  0.06
28 F 1.230234 3.257660 -5.520147  0.15
29 N -2.959719 0.771456 -4.922545  -0.07
30 C -3.632800 -0.525252 4.141053  0.03
31 H 2.606509 1.155555 3.104963  0.12
32 H -3.672155 3.303933 8.381368  0.09
33 H -4.492371 -2.106786 -1.877669  0.09
34 H 2.450545 -2.965701 0.582399  0.12
35 H 5.117998 -3.634072 -0.980474  0.12
36 C 2.099590 -5.852523 -0.147809  0.08
37 H -4.454622 3.216585 6.771843  0.08
38 H 3.791384 -5.122358 -2.194693  0.11
39 H -2.576857 0.043590 1.725000  0.09
40 B 0.796711 2.426096 -4.468646  -1.42
41 H 1.246508 1.046779 1.867088  0.08
42 F 1.511211 -1.352983 -3.785165  0.05
43 C -3.428746 -2.297809 -1.735164  -0.03
44 H -1.442039 -0.738183 -4.313013  0.14
45 H -1.791057 1.532493 2.074007  0.09
46 F 1.668495 -3.230917 -4.880242  0.19
47 C 2.948690 -3.304233 -0.326077  -0.02
48 O -0.627660 0.976799 -0.407482  0.03
49 N 2.073857 3.013314 2.219129  -0.31
50 O 0.685215 0.460743 -1.935912  -0.11
51 C -3.423191 1.304126 7.284036  -0.11
52 C -2.043565 0.569171 2.517130  -0.02
53 H -4.714255 0.835477 -2.165590  0.13
54 H -2.066317 2.313103 4.893095  0.16
55 H 0.728794 3.101936 0.575197  0.09
56 N -3.352106 0.898864 5.865502  -0.07
57 H 0.915880 4.648989 1.371683  0.11
58 H 2.627463 4.927358 3.033618  0.10
59 N 2.137162 -4.532957 -1.022417  -0.31
60 H 3.570232 3.731954 3.742602  0.11
61 C 2.793892 -4.709898 -2.346282  -0.03
62 H -1.803212 1.866701 -6.170717  0.10
63 N -2.665569 0.422433 3.826323  -0.09
64 C -2.214992 -0.036678 -4.035829  0.08
65 H -2.503566 0.423799 -6.898298  0.12
66 O 0.655399 -0.677923 -0.090901  0.02
67 C -4.114643 -0.195387 5.442857  0.05
68 H -4.184529 0.718844 7.799702  0.13
69 H 0.855222 1.848973 3.339011  0.08
70 C -4.109583 1.168295 -4.304696  0.00
71 N 0.221984 0.216409 -0.779191  -0.60
72 F 1.657907 2.662101 -3.387390  0.11
73 H 1.477105 -5.570663 0.701399  0.11
74 C -2.716923 1.278596 -6.256516  0.03
75 H 3.149513 -5.933398 0.133669  0.09
76 H -3.120710 -2.876817 -0.864554  0.08
77 N -2.983677 -0.228002 -2.916593  -0.06
78 C 4.514328 -3.437810 -0.094381  -0.22
79 O 4.792831 -4.394292 0.883651  -0.05
80 Mn 2.170615 0.516045 -3.426145  1.31
81 H -3.451606 2.004518 -6.604902  0.11
82 H 5.738513 -4.442035 1.041786  0.11
83 H 1.819369 -6.705229 -0.766240  0.12
84 H 4.783368 -2.459847 0.304754  0.12
85 H -4.705299 -0.794883 6.119699  0.14
86 F 0.951654 1.163687 -4.784531  0.19
87 O 2.692896 4.527348 -0.417345  -0.04
88 C -3.619312 2.872554 7.381761  -0.05
89 H 2.627133 5.368615 -0.875123  0.13
90 H -3.137335 -2.957482 -2.552491  0.09
91 H 0.275495 -4.040867 -0.308005  0.10
92 C 3.348551 2.994081 1.224831  -0.03
93 H 4.146108 2.687343 1.901531  0.13
94 H -2.421056 1.148834 7.683666  0.13
95 H 3.101262 2.312988 0.410536  0.13

Forces on atoms 1 to 3 (eV/Å):
-1.6 -1.9 -1.4
-1.1 -2.7 -0.4
0.9 -0.5 0.1

This record from the OMol25 dataset describes a cluster of 2 separate species, C6H15N3O2 in total. The level of theory is ωB97M-V/def2-TZVPD.

The energy above the lowest of the compared OMol25 structures with the same formula, charge and spin is 4.466 eV. The calculation puts the HOMO energy at -0.3402 Ha. Its LUMO energy is 0.62 eV. As for the total energy: -15026.0597 eV. The total charge is 0. The structure (SMILES) is [H]/N=C(\N)NCC.CCC(=O)O.

Each line ends with the Löwdin charge.
Cartesian coordinates (Å):
1 H -2.272416 -0.860292 -1.396574  0.07
2 C 1.952466 1.639693 -1.563448  -0.23
3 O 1.506405 2.244255 -3.569917  -0.07
4 H -0.104133 -0.194058 1.890219  0.09
5 C -0.326995 -3.126960 2.430658  -0.13
6 H 0.016872 -4.140646 2.278918  0.06
7 H -2.317723 0.500146 1.993843  0.03
8 C 0.566507 1.659413 -0.860831  -0.06
9 H -1.376334 -3.301743 2.735885  0.07
10 C -1.606275 -0.294035 0.502830  -0.59
11 N -1.511150 -0.743358 -0.686615  0.10
12 H 0.498606 0.592429 -0.686568  0.05
13 O 2.534510 3.948866 -2.281027  0.08
14 N -2.454010 0.575064 1.069396  0.14
15 C -0.038390 -2.243177 1.224458  -0.23
16 H -0.002832 1.747031 -1.665292  0.02
17 H -3.464441 0.463952 0.766124  0.15
18 H -0.347953 -2.654764 0.385253  0.03
19 H 2.012903 0.495228 -1.933338  0.17
20 H 2.853323 1.526609 -0.696474  0.17
21 N -0.635831 -0.870569 1.413260  0.02
22 C 2.127457 2.763757 -2.359953  -0.50
23 H 0.581050 2.235691 0.001973  0.07
24 H 0.072521 -2.638543 3.368943  0.08
25 H 0.556017 2.944882 -3.579148  0.25
26 H 1.179846 -2.268866 1.217435  0.16

Forces on atoms 1 to 3 (eV/Å):
0.6 1.2 1.4
4.0 -5.5 6.7
-4.3 5.0 0.2

This record from the OMol25 dataset describes the ion C3H9N4 with charge +1. The level of theory is ωB97M-V/def2-TZVPD.

The energy above the lowest of the compared OMol25 structures with the same formula, charge and spin is 3.673 eV. The calculation puts the HOMO energy at -0.5326 Ha. Its LUMO energy is -4.82 eV. As for the total energy: -9207.9482 eV. The total charge is +1. The structure (SMILES) is [H]/N=N/N(C)/C=[NH+]/C.

Each line ends with the Löwdin charge.
Cartesian coordinates (Å):
1 H 0.891232 -3.091125 -0.402658  0.08
2 H -1.296199 2.693783 2.381031  0.14
3 H 0.605932 0.774958 -1.880269  0.05
4 C -0.224403 1.152128 -1.481020  0.00
5 N -0.798722 2.085874 0.638550  0.01
6 N -0.435344 1.011604 -0.064498  -0.16
7 N 0.319855 -1.191466 -0.251174  0.02
8 H 0.695422 -0.894572 -1.126624  0.12
9 H 0.312385 -2.594700 1.230377  0.11
10 C 0.962571 -2.361500 0.353417  -0.01
11 H -0.136368 2.262275 -1.695823  0.14
12 C -0.180083 -0.182978 0.427524  -0.05
13 H -0.396252 -0.333449 1.489236  0.16
14 H 2.087898 -2.065432 0.629826  0.16
15 H -1.175815 0.947584 -2.021279  0.13
16 N -1.232109 1.787015 1.773383  0.11

Forces on atoms 1 to 3 (eV/Å):
0.3 -1.3 -0.4
-0.3 -1.7 -1.8
3.2 -2.0 -1.3

This record from the OMol25 dataset describes a cluster of 2 separate species, C4H13NO2 in total. The level of theory is ωB97M-V/def2-TZVPD.

The energy above the lowest of the compared OMol25 structures with the same formula, charge and spin is 2.081 eV. The calculation puts the HOMO energy at -0.3583 Ha. Its LUMO energy is 0.85 eV. As for the total energy: -9942.1158 eV. The total charge is 0. The structure (SMILES) is C[C@H](O)CCN.O.

Each line ends with the Löwdin charge.
Cartesian coordinates (Å):
1 C -1.149561 1.492159 -0.547508  -0.37
2 C -1.317309 3.013255 -0.234129  -0.04
3 H 0.875252 1.368099 -0.468159  0.13
4 H -0.880102 -1.503718 -0.371958  0.04
5 H -2.349321 3.098290 -0.518796  0.06
6 H -2.638574 0.084735 -0.297204  0.03
7 H 3.943118 -3.837157 3.296150  0.03
8 N -0.965520 -1.379271 -1.347494  0.00
9 H 0.200524 0.150466 -2.406008  0.11
10 O -2.408542 0.937116 0.040085  -0.09
11 H 0.266675 0.244331 0.616174  0.08
12 C 0.210255 -0.424283 -1.426382  -0.25
13 O 4.832455 -3.473601 3.207641  -0.07
14 H -1.391003 1.372520 -1.700306  0.16
15 H -1.514814 3.200529 0.834204  0.08
16 H -0.643616 3.740111 -0.710316  0.08
17 H 5.388552 -4.251081 3.024526  0.04
18 C 0.055609 0.625397 -0.309182  -0.19
19 H 1.187455 -1.034330 -1.353002  0.13
20 H -1.870771 -0.925186 -1.391443  0.04

Forces on atoms 1 to 3 (eV/Å):
-3.2 -0.7 -2.0
-0.4 -1.3 0.8
0.0 -0.5 0.1

This record from the OMol25 dataset describes an isolated molecule of C18H13Cl2N5O2. The level of theory is ωB97M-V/def2-TZVPD.

The energy above the lowest of the compared OMol25 structures with the same formula, charge and spin is 4.230 eV. The calculation puts the HOMO energy at -0.2897 Ha. Its LUMO energy is -0.86 eV. As for the total energy: -55463.9206 eV. The total charge is 0.

Each line ends with the Löwdin charge.
Cartesian coordinates (Å):
1 H 4.010926 -4.234697 -1.695118  0.11
2 C -3.438615 0.226884 1.296887  -0.10
3 C 0.641863 1.401486 0.273674  -0.24
4 H 2.940854 -0.070340 -1.284660  0.09
5 H 0.445422 0.359764 -2.307084  0.12
6 N -0.596718 4.566607 -0.858952  0.14
7 C 0.642076 0.626616 2.689980  -0.64
8 H -4.280237 1.051840 -0.494950  0.13
9 N -2.463247 0.058622 -0.786736  0.12
10 C 3.251854 -3.446982 -1.634057  -0.07
11 C -3.752746 0.155391 -0.179540  -0.12
12 N -1.997271 0.343260 1.334102  0.15
13 C 1.889835 -3.756137 -1.742895  -0.09
14 O -0.564318 4.023775 2.603780  0.03
15 N 1.880196 2.155025 -1.919630  0.23
16 H -3.875608 1.088406 1.801642  0.13
17 C -0.120205 2.951163 2.210059  -0.45
18 C 0.085804 2.716568 0.812336  -0.15
19 C 1.292031 -1.433501 -1.525716  -0.20
20 H -3.736119 -0.661270 1.855510  0.13
21 C 3.623055 -2.102840 -1.489925  -0.06
22 H -4.367274 -0.695849 -0.441864  0.12
23 C 2.645648 -1.107229 -1.426644  -0.05
24 H 4.669910 -1.810991 -1.468267  0.11
25 O 2.314092 -0.152820 1.098051  0.11
26 C 1.364005 0.572082 1.380948  -0.30
27 H -0.147784 -3.020099 -1.705136  0.11
28 Cl 0.558320 -0.867522 3.557904  0.74
29 C -1.494141 0.207760 0.102934  -0.28
30 C 0.045847 1.744434 3.118975  -0.61
31 N -0.178079 0.185230 -0.208506  0.09
32 H 1.582114 -4.781888 -1.939764  0.10
33 H -2.302435 -0.007583 -1.780380  0.16
34 C 1.500136 1.815724 -0.862957  -0.15
35 C 0.915714 -2.766009 -1.670905  -0.05
36 C -0.273487 3.741697 -0.111828  -0.24
37 H -0.729723 -0.813978 -1.890565  0.09
38 C 0.196951 -0.389474 -1.543958  -0.08
39 Cl -0.728567 1.873917 4.647171  0.77
40 H -1.450081 0.252960 2.186083  0.10

Forces on atoms 1 to 3 (eV/Å):
-0.4 0.3 0.0
-0.2 0.1 1.4
1.7 0.9 1.3